The following is a quantum chemistry calculation of a single C3H6O2 molecule, from the OMol25 dataset.

Cartesian coordinates (Å):
C -1.693 0.270 0.206
C 0.118 -0.995 0.100
O -0.427 -0.006 0.818
C 1.434 -0.480 -0.363
O 1.863 0.784 0.054
H -2.408 -0.538 0.368
H -1.528 0.403 -0.870
H -1.995 1.218 0.637
H 1.208 -0.469 -1.454
H 2.196 -1.253 -0.229
H 1.232 1.066 0.732

The spin multiplicity is 1. The net charge is 0. The orbital gap is 9.3 eV.